[1]
100
Properties=species:S:1:pos:R:3 method="wB97M-V/def2-TZVPD" total_energy_ha=-3109.79976 total_charge=+1 homo_lumo_gap_ev=6.34 e_homo_ha=-0.4059 spin_multiplicity=1
C 1.2506 -2.4029 0.1836
C 0.7140 -2.2573 -1.2164
O -0.4196 -2.4466 -1.4687
O 1.5706 -1.9239 -2.2266
C 2.1454 -0.6311 -2.0780
C 1.2300 0.4576 -2.6442
C 0.2103 0.9588 -1.6166
C -0.1165 2.4465 -1.8370
C -0.6011 3.1463 -0.5768
N -2.0888 3.1810 -0.4203
I -2.4833 4.4551 1.1710
C -2.6604 1.9045 -0.1760
N -2.1398 1.1470 0.7143
C -2.6433 -0.1776 1.1073
C -2.2492 -0.4074 2.5381
N -1.6835 -1.4506 2.9048
N -3.7803 1.5054 -0.8472
C -3.5133 0.9303 -2.2128
C -3.3638 -0.5892 -2.2513
C -4.4966 -1.3464 -1.5839
S -4.1741 -3.1391 -1.6560
B -4.8608 2.5534 -0.8795
N -4.8672 3.7342 -1.7305
O -5.9117 2.3410 -0.0760
H 1.6592 -1.4573 0.5137
H 2.0197 -3.1673 0.1461
H 0.4721 -2.7316 0.8539
H 3.0703 -0.6091 -2.6380
H 2.3929 -0.3751 -1.0502
H 1.8699 1.2565 -3.0094
H 0.7346 0.0351 -3.5109
H 0.5673 0.7703 -0.6077
H -0.7014 0.4205 -1.8402
H 0.8177 2.9255 -2.1121
H -0.7764 2.6027 -2.6818
H -0.0759 2.7425 0.2922
H -0.2828 4.1786 -0.6376
H -1.3217 1.4603 1.2238
H -2.2797 -0.9628 0.4594
H -3.7210 -0.1142 1.1089
H -2.5401 0.3932 3.2216
H -1.5471 -1.3946 3.9148
H -2.6466 1.4370 -2.6269
H -4.3429 1.1810 -2.8675
H -2.4061 -0.8795 -1.8373
H -3.3602 -0.8727 -3.2990
H -4.6275 -1.0988 -0.5415
H -5.4467 -1.1450 -2.0590
H -3.1977 -3.3357 -0.7482
H -4.4823 3.5756 -2.6525
H -4.4619 4.5558 -1.3022
H -6.6050 2.9454 -0.3834
C 7.6926 7.2470 2.1982
C 7.0802 6.3826 3.1001
C 5.7203 6.1390 3.0154
C 4.9631 6.7676 2.0348
C 5.5750 7.6534 1.1429
C 6.9425 7.8812 1.2226
C 4.7757 8.3732 0.1139
O 5.3026 9.1374 -0.6651
C 3.3043 8.1367 0.0676
C 2.5289 8.8383 -0.8479
C 1.1638 8.6182 -0.9108
C 0.5678 7.6892 -0.0627
C 1.3357 6.9935 0.8555
C 2.7033 7.2194 0.9292
C 3.5072 6.4833 1.9442
O 2.9790 5.6722 2.6800
H 8.7572 7.4291 2.2615
H 7.6673 5.8978 3.8689
H 5.2445 5.4636 3.7131
H 7.4170 8.5571 0.5246
H 2.9946 9.5574 -1.5079
H 0.5612 9.1683 -1.6216
H -0.4997 7.5131 -0.1175
H 0.8719 6.2754 1.5194
C -1.8255 -5.6645 -1.4449
C -2.9888 -6.0379 -0.7759
C -2.9567 -7.0605 0.1575
C -1.7633 -7.7212 0.4207
C -0.6014 -7.3602 -0.2646
C -0.6363 -6.3246 -1.1894
C 0.6789 -8.0846 -0.0302
O 1.6893 -7.7626 -0.6222
C 0.6863 -9.2120 0.9402
C 1.8556 -9.9369 1.1327
C 1.8803 -10.9802 2.0420
C 0.7388 -11.2993 2.7706
C -0.4308 -10.5838 2.5796
C -0.4651 -9.5447 1.6588
C -1.7392 -8.8066 1.4410
O -2.7364 -9.0826 2.0743
H -1.8486 -4.8607 -2.1686
H -3.9271 -5.5292 -0.9823
H -3.8580 -7.3487 0.6812
H 0.2671 -6.0397 -1.7123
H 2.7436 -9.6866 0.5685
H 2.7906 -11.5470 2.1867
H 0.7625 -12.1111 3.4856
H -1.3198 -10.8339 3.1421

[2]
60
Properties=species:S:1:pos:R:3 method="wB97M-V/def2-TZVPD" total_energy_ha=-1302.73262 total_charge=-1 homo_lumo_gap_ev=6.05 e_homo_ha=-0.1347 spin_multiplicity=1
C -0.3466 1.4585 -0.1501
Si -1.4960 0.0106 -0.5150
C -1.1758 -1.5145 0.5446
C -3.2655 0.5809 -0.1530
C -3.4016 1.4287 1.1461
C -3.2107 0.6490 2.4660
C -1.8723 0.9288 3.2127
C -1.4660 -0.2076 4.1863
C -0.0898 -0.8621 3.9570
C 1.0969 0.1232 3.7724
C 1.9305 -0.1580 2.5112
C 2.7980 1.0394 2.1583
C 3.6086 1.0151 0.8292
O 3.9250 2.3711 0.6080
B 2.6444 3.0742 0.9673
O 2.1705 2.2948 2.1369
C -1.1998 -0.4962 -2.3186
C -0.6833 0.3532 -3.2779
C -0.4590 -0.0941 -4.5497
C -0.7155 -1.3861 -4.9296
C -1.2495 -2.2301 -3.9876
C -1.4809 -1.7914 -2.7130
H 0.3024 1.2508 0.7038
H -0.8651 2.4006 0.0364
H 0.3249 1.6406 -0.9906
H -1.8305 -2.3089 0.1595
H -0.1578 -1.9059 0.4753
H -1.4473 -1.3862 1.5913
H -3.9069 -0.2965 0.0008
H -3.6588 1.1660 -0.9901
H -2.7974 2.3369 1.1138
H -4.4478 1.7601 1.1384
H -3.9907 1.0134 3.1435
H -3.3981 -0.4210 2.3366
H -2.0888 1.8030 3.8338
H -1.0698 1.2385 2.5405
H -1.4528 0.1985 5.2012
H -2.2117 -1.0103 4.1459
H 0.1262 -1.4346 4.8675
H -0.0704 -1.5853 3.1398
H 1.7927 -0.0452 4.6043
H 0.8176 1.1760 3.8278
H 2.6089 -1.0051 2.6705
H 1.2717 -0.4482 1.6825
H 3.5742 1.1442 2.9457
H 3.1050 0.6269 -0.0727
H 4.5787 0.5279 1.0076
H 2.7862 4.2632 1.2068
H 1.9436 3.0139 -0.0529
H -0.4396 1.3743 -3.0096
H -0.0266 0.5747 -5.2899
H -0.5120 -1.7595 -5.9231
H -1.4444 -3.2575 -4.2797
H -1.8861 -2.5143 -2.0118
C 3.4169 -2.5298 -5.5984
C 2.3935 -2.3020 -6.6158
N 1.5750 -2.1261 -7.4171
H 4.3822 -2.1819 -5.9607
H 3.1594 -1.9865 -4.6905
H 3.4821 -3.5921 -5.3717

[3]
17
Properties=species:S:1:pos:R:3 method="wB97M-V/def2-TZVPD" total_energy_ha=-309.69295 total_charge=0 homo_lumo_gap_ev=10.24 e_homo_ha=-0.3337 spin_multiplicity=1 e_above_lowest_kj_mol=392.31
C 2.5052 0.3062 0.4010
C 1.0879 0.0293 -0.1767
C -0.0512 -0.5233 0.6206
O -0.7023 0.4314 1.4616
C -1.9488 0.1848 0.8069
C -1.8708 0.5321 -0.6777
C -1.4758 -0.8148 -0.1864
H 3.0521 -0.6466 0.4587
H 2.5328 0.7413 1.4045
H 3.1031 0.9422 -0.2703
H 1.2534 -0.7644 -0.9360
H 0.4210 1.1006 -0.6277
H 0.0313 -1.5119 1.0474
H -2.8067 0.1893 1.4683
H -2.6826 0.7283 -1.3893
H -0.8641 1.3118 -0.8659
H -1.7576 -1.8543 -0.4192

[4]
9
Properties=species:S:1:pos:R:3 method="wB97M-V/def2-TZVPD" total_energy_ha=-1629.03731 total_charge=+1 homo_lumo_gap_ev="8.14 / 6.21" e_homo_ha="-0.4978 / -0.5331" spin_multiplicity=7 e_above_lowest_kj_mol=23.50
C -1.0998 0.5639 0.0923
O 0.3500 -1.2264 -0.1304
C 1.2527 -0.2099 -0.0584
C -0.9433 -0.7483 -0.0602
O 2.3054 -0.5085 0.5278
Fe 2.8705 1.1850 -0.4754
H -0.6262 1.2410 0.8083
H -1.7040 -1.4169 -0.4635
F -2.4054 1.1200 -0.2405